Entry 1:
The following is a quantum chemistry calculation of the molecule CH3BrOS in a non-equilibrium geometry, from the OMol25 dataset.

Results
- calculated total energy (Ha) = -3087.2711
- SMILES = COSBr
- spin multiplicity = 1
- ΔE to the lowest compared entry with this formula, charge and spin (kJ/mol) = 110.2
- HOMO-LUMO gap (eV) = 8.7002
- molar mass (g/mol) = 143.01

Atoms and positions in Å:
C (-0.984, 0.084, 0.047)
O (0.132, 0.737, 0.526)
S (1.786, 0.854, -0.311)
Br (2.894, -1.002, 0.063)
H (-0.798, -0.392, -0.922)
H (-1.916, 0.607, -0.002)
H (-1.114, -0.888, 0.598)

=====

Entry 2:
The following is a quantum chemistry calculation of a cluster of 2 separate species, C2H5N2S3 in total in a non-equilibrium geometry, from the OMol25 dataset.

Results
- total charge = +1
- calculated total energy (Ha) = -1382.9898
- spin multiplicity = 1
- ΔE to the lowest compared entry with this formula, charge and spin (kJ/mol) = 48.8
- HOMO-LUMO gap (eV) = 5.5626
- molar mass (g/mol) = 153.28

Atoms and positions in Å:
C (-1.630, -1.137, -0.158)
C (-0.843, 0.763, 0.516)
N (-0.621, -0.518, 0.395)
N (-2.661, -0.332, -0.483)
S (-2.371, 1.264, -0.083)
S (4.390, 0.392, -0.053)
S (2.339, 0.264, -0.189)
H (-1.643, -2.198, -0.332)
H (-0.133, 1.444, 0.942)
H (-3.522, -0.635, -0.923)
H (4.413, 1.707, 0.190)
H (2.281, -1.015, 0.178)

=====

Entry 3:
The following is a quantum chemistry calculation of a structure of composition ClH2NO2S2 in a non-equilibrium geometry, from the OMol25 dataset.

Results
- calculated total energy (Ha) = -1462.9025
- spin multiplicity = 1
- ΔE to the lowest compared entry with this formula, charge and spin (kJ/mol) = 98.5
- HOMO-LUMO gap (spin up / spin down) (eV) = 7.5254 / 7.5245
- molar mass (g/mol) = 147.61

Atoms and positions in Å:
N (-0.527, -0.341, -1.037)
O (-0.025, -0.539, 1.817)
O (-1.360, 1.545, 1.147)
S (0.720, -1.276, -1.479)
S (-0.251, 0.633, 0.975)
Cl (1.431, 1.617, 0.775)
H (-0.523, 0.470, -1.709)
H (0.534, -2.109, -0.488)

=====

Entry 4:
The following is a quantum chemistry calculation of a structure of composition C20H16CdNO6 in a non-equilibrium geometry, from the OMol25 dataset.

Results
- total charge = -1
- calculated total energy (Ha) = -1445.6768
- spin multiplicity = 1
- ΔE to the lowest compared entry with this formula, charge and spin (kJ/mol) = 0.0
- HOMO-LUMO gap (eV) = 8.9022
- molar mass (g/mol) = 478.76

Atoms and positions in Å:
Cd (-1.559, -1.304, 1.208)
O (0.202, 0.412, 0.855)
C (-0.054, 1.278, -0.262)
C (-1.585, 1.130, -0.764)
O (-1.957, 1.944, -1.591)
O (-2.240, 0.195, -0.252)
C (0.770, 0.875, -1.448)
C (0.731, 1.670, -2.595)
C (1.433, 1.303, -3.726)
C (2.182, 0.138, -3.744)
C (2.212, -0.664, -2.616)
C (1.502, -0.308, -1.482)
C (0.153, 2.703, 0.203)
C (1.277, 3.457, -0.110)
C (1.450, 4.717, 0.439)
C (0.509, 5.246, 1.304)
C (-0.619, 4.503, 1.615)
C (-0.791, 3.243, 1.072)
H (-0.224, 0.815, 1.627)
H (0.126, 2.562, -2.600)
H (1.403, 1.932, -4.606)
H (2.719, -0.157, -4.635)
H (2.797, -1.573, -2.616)
H (1.523, -0.948, -0.609)
H (2.028, 3.058, -0.776)
H (2.337, 5.287, 0.196)
H (0.655, 6.226, 1.740)
H (-1.365, 4.900, 2.288)
H (-1.679, 2.669, 1.309)
C (0.125, -5.863, 0.304)
C (0.425, -5.244, 1.505)
C (-0.076, -3.981, 1.783)
C (-0.889, -3.289, 0.882)
C (-1.198, -3.954, -0.308)
C (-0.702, -5.216, -0.597)
H (0.536, -6.838, 0.070)
H (1.058, -5.745, 2.226)
H (0.170, -3.531, 2.741)
H (-1.851, -3.474, -1.030)
H (-0.958, -5.693, -1.536)
O (-3.281, -1.315, 2.839)
N (-2.655, -0.617, 3.646)
O (-3.080, -0.413, 4.761)
O (-1.560, -0.134, 3.290)

=====

Entry 5:
The following is a quantum chemistry calculation of a cluster of 5 separate species, C29H27ClF41NO4Si in total in a non-equilibrium geometry, from the OMol25 dataset.

Results
- calculated total energy (Ha) = -6320.8734
- SMILES = C=CC[Si@@](N)(Cl)CCC(F)(F)C(F)(F)C(F)(F)C(F)(F)F.FC(F)C(F)(F)COC(F)(F)C(F)F.FC(F)C(F)(F)COC(F)(F)C(F)F.FC(F)C(F)(F)COC(F)(F)C(F)F.FC(F)C(F)(F)COC(F)(F)C(F)F
- spin multiplicity = 1
- HOMO-LUMO gap (eV) = 7.5236
- molar mass (g/mol) = 1295.99

Atoms and positions in Å:
C (-8.168, 6.004, 0.661)
C (-7.876, 6.071, -0.809)
C (-7.470, 4.685, -1.617)
Si (-6.587, 3.373, -0.483)
N (-7.713, 2.769, 0.831)
Cl (-6.161, 1.676, -1.784)
C (-4.939, 4.073, 0.285)
C (-4.268, 5.284, -0.646)
C (-2.686, 5.536, -0.302)
F (-2.598, 5.595, 1.206)
F (-2.180, 6.886, -0.755)
C (-1.669, 4.338, -0.763)
F (-0.275, 4.917, -0.690)
F (-1.645, 3.160, 0.161)
C (-1.896, 3.770, -2.283)
F (-3.138, 2.921, -2.428)
F (-0.760, 2.806, -2.534)
C (-1.773, 4.905, -3.470)
F (-0.394, 5.514, -3.567)
F (-1.944, 4.152, -4.768)
F (-2.838, 5.934, -3.458)
H (-7.459, 6.472, 1.480)
H (-9.134, 5.399, 0.984)
H (-7.972, 7.069, -1.412)
H (-8.484, 4.173, -1.975)
H (-6.842, 4.907, -2.590)
H (-7.317, 1.832, 1.121)
H (-7.558, 3.456, 1.629)
H (-4.198, 3.141, 0.325)
H (-5.125, 4.439, 1.399)
H (-4.500, 4.992, -1.755)
H (-4.882, 6.280, -0.425)
F (-12.811, 4.718, 3.418)
C (-11.635, 5.346, 3.210)
F (-11.649, 5.757, 1.914)
C (-10.433, 4.447, 3.474)
F (-10.378, 3.416, 2.590)
F (-9.296, 5.181, 3.249)
C (-10.335, 3.890, 4.903)
O (-10.855, 2.573, 5.110)
C (-12.266, 2.498, 5.310)
F (-12.745, 3.744, 5.544)
F (-12.440, 1.808, 6.471)
C (-12.996, 1.777, 4.169)
F (-12.747, 2.355, 2.966)
F (-14.344, 1.820, 4.346)
H (-11.598, 6.241, 3.840)
H (-9.264, 3.794, 5.125)
H (-10.706, 4.599, 5.653)
H (-12.691, 0.729, 4.108)
F (0.040, -1.058, -1.446)
C (-1.207, -0.610, -1.702)
F (-1.868, -0.628, -0.514)
C (-1.937, -1.462, -2.734)
F (-2.163, -2.720, -2.271)
F (-3.180, -0.917, -2.931)
C (-1.258, -1.548, -4.110)
O (-0.432, -2.693, -4.343)
C (0.896, -2.603, -3.830)
F (1.151, -1.317, -3.488)
F (1.719, -2.879, -4.879)
C (1.168, -3.593, -2.690)
F (0.285, -3.442, -1.669)
F (2.406, -3.403, -2.160)
H (-1.145, 0.432, -2.031)
H (-2.065, -1.643, -4.847)
H (-0.749, -0.614, -4.382)
H (1.100, -4.626, -3.042)
F (5.185, -4.760, 0.698)
C (4.475, -5.367, -0.276)
F (3.396, -5.927, 0.335)
C (5.281, -6.428, -1.017)
F (5.611, -7.463, -0.201)
F (4.477, -6.970, -1.987)
C (6.549, -5.915, -1.716)
O (7.777, -6.062, -0.997)
C (8.047, -5.046, -0.033)
F (7.196, -4.010, -0.233)
F (9.288, -4.571, -0.330)
C (8.028, -5.567, 1.410)
F (6.850, -6.170, 1.715)
F (8.184, -4.551, 2.301)
H (4.104, -4.605, -0.968)
H (6.683, -6.537, -2.609)
H (6.425, -4.898, -2.110)
H (8.828, -6.294, 1.575)
F (13.556, -3.381, 2.181)
C (12.645, -4.374, 2.123)
F (12.660, -4.975, 3.343)
C (12.947, -5.387, 1.024)
F (14.103, -6.059, 1.271)
F (11.961, -6.339, 1.041)
C (12.995, -4.811, -0.400)
O (14.289, -4.476, -0.909)
C (14.793, -3.202, -0.510)
F (13.784, -2.480, 0.034)
F (15.131, -2.559, -1.662)
C (16.021, -3.302, 0.403)
F (15.769, -4.048, 1.510)
F (16.404, -2.073, 0.845)
H (11.653, -3.933, 1.984)
H (12.640, -5.606, -1.067)
H (12.275, -3.995, -0.543)
H (16.866, -3.756, -0.122)

=====

Entry 6:
The following is a quantum chemistry calculation of a structure of composition C26H43N3O4PPdTe2, from the OMol25 dataset.

Results
- calculated total energy (Ha) = -2487.0878
- <S²> = 0.754
- spin multiplicity = 2
- ΔE to the lowest compared entry with this formula, charge and spin (kJ/mol) = 96.0
- HOMO-LUMO gap (spin up / spin down) (eV) = 7.5059 / 7.4652
- molar mass (g/mol) = 854.24

Atoms and positions in Å:
Pd (0.955, -0.254, 1.579)
N (0.234, -0.109, 4.156)
C (-0.281, -1.453, 4.400)
C (-1.315, -1.808, 3.338)
N (-0.667, -1.942, 2.032)
H (1.186, -0.001, 4.482)
H (-0.346, 0.590, 4.601)
H (-0.723, -1.566, 5.396)
H (0.554, -2.153, 4.326)
H (-2.048, -1.001, 3.274)
H (-1.852, -2.720, 3.622)
H (-1.315, -1.803, 1.266)
H (-0.238, -2.854, 1.933)
C (-1.309, 2.156, 2.360)
C (-0.622, 1.768, 1.071)
O (0.165, 2.572, 0.542)
N (-1.023, 0.598, 0.505)
Te (-0.063, 0.416, -1.237)
C (-1.189, 1.284, -2.859)
C (-1.886, 2.491, -2.753)
C (-1.950, 3.301, -1.492)
C (-2.592, 2.954, -3.861)
C (-2.607, 2.267, -5.064)
C (-3.371, 2.785, -6.251)
C (-1.859, 1.102, -5.155)
C (-1.141, 0.592, -4.081)
C (-0.283, -0.624, -4.333)
C (-1.049, -1.488, -1.345)
C (-2.448, -1.587, -1.329)
C (-3.396, -0.417, -1.342)
C (-3.011, -2.860, -1.245)
C (-2.246, -4.014, -1.172)
C (-2.886, -5.370, -1.066)
C (-0.865, -3.881, -1.200)
C (-0.250, -2.638, -1.285)
C (1.249, -2.588, -1.388)
H (-1.942, 3.016, 2.133)
H (-0.561, 2.464, 3.087)
H (-1.921, 1.353, 2.761)
H (-1.007, 3.317, -0.952)
H (-2.702, 2.896, -0.807)
H (-2.228, 4.329, -1.717)
H (-3.145, 3.882, -3.773)
H (-4.118, 3.518, -5.949)
H (-3.877, 1.975, -6.776)
H (-2.698, 3.267, -6.963)
H (-1.820, 0.571, -6.101)
H (-0.334, -0.895, -5.386)
H (-0.591, -1.490, -3.750)
H (0.766, -0.421, -4.097)
H (-3.205, 0.234, -0.488)
H (-4.423, -0.776, -1.276)
H (-3.309, 0.181, -2.247)
H (-4.092, -2.943, -1.221)
H (-3.970, -5.292, -0.997)
H (-2.527, -5.903, -0.184)
H (-2.646, -5.984, -1.936)
H (-0.242, -4.768, -1.160)
H (1.686, -3.549, -1.121)
H (1.696, -1.833, -0.740)
H (1.556, -2.359, -2.413)
C (2.522, 3.760, 3.412)
C (3.473, 2.691, 2.928)
O (2.869, 1.417, 3.181)
P (3.507, 0.063, 2.581)
O (2.647, -1.068, 3.047)
Te (3.565, 0.161, 0.217)
O (4.944, -0.028, 3.274)
C (6.163, 0.450, 2.686)
C (7.068, -0.719, 2.371)
H (2.964, 4.746, 3.265)
H (2.305, 3.633, 4.473)
H (1.594, 3.711, 2.842)
H (4.434, 2.739, 3.450)
H (3.650, 2.791, 1.853)
H (6.617, 1.126, 3.413)
H (5.937, 1.018, 1.779)
H (7.189, -1.350, 3.250)
H (8.050, -0.360, 2.059)
H (6.642, -1.318, 1.565)